{
  "formula": "C14H32ClINO2P2Sc",
  "method": "ωB97M-V/def2-TZVPD",
  "fmax_ha_per_bohr": 0.131,
  "orbital_gap_ev": [4.963, 6.565],
  "total_charge": 2,
  "elements": ["C", "C", "H", "H", "H", "O", "I", "Sc", "P", "C", "C", "H", "H", "H", "H", "H", "H", "C", "H", "H", "H", "P", "C", "C", "H", "H", "H", "C", "H", "H", "H", "H", "H", "H", "Cl", "O", "C", "C", "C", "C", "C", "C", "N", "H", "H", "H", "H", "H", "H", "H", "H", "H", "H", "H"],
  "coordinates": [[-2.053635, -0.969377, -3.555901], [-0.944609, -0.756779, -2.532927], [-1.602948, -1.269805, -4.505283], [-2.641693, -0.055761, -3.673169], [-2.759759, -1.723626, -3.200603], [0.215212, -0.930300, -2.865525], [-1.897977, 0.627402, 2.141020], [-1.419929, -0.175528, -0.590284], [-1.688259, -2.414217, 0.146282], [-0.165828, -3.108365, 0.875321], [-2.954032, -2.636249, 1.435155], [-3.262145, -3.686274, 1.473992], [-2.229882, -4.628192, -0.717168], [-3.807483, -1.993623, 1.211602], [-3.105412, -3.341281, -1.583637], [0.124447, -2.480497, 1.722563], [-2.526366, -2.326637, 2.392041], [-2.144818, -3.624995, -1.146944], [-0.336649, -4.135547, 1.212431], [-1.386488, -3.626391, -1.934053], [0.636999, -3.099463, 0.132954], [-1.366037, 2.132404, -1.135708], [0.261152, 2.897015, -0.821637], [-1.712066, 2.541836, -2.884668], [-3.479332, 2.610735, -0.083154], [-2.706278, 4.104207, -0.718345], [-2.121048, 3.334978, 0.797894], [-2.540753, 3.156375, -0.195381], [-2.716561, 2.198145, -3.143096], [-1.652729, 3.623543, -3.042073], [0.239517, 3.961387, -1.075833], [1.026719, 2.396732, -1.420927], [-0.989421, 2.037132, -3.531130], [0.498937, 2.771145, 0.238596], [-3.776152, -0.145857, -1.083847], [0.625057, -0.302936, -0.049163], [1.505558, -0.021997, 0.781847], [2.791142, -0.813868, 0.662123], [4.063785, 0.027374, 0.603914], [4.491622, 0.584208, 1.968185], [3.543226, 1.608632, 2.581834], [2.177462, 1.037800, 2.952795], [1.306978, 0.840369, 1.812353], [2.868304, -1.533738, 1.506767], [2.734404, -1.418207, -0.270436], [4.887571, -0.654744, 0.296055], [3.978182, 0.829308, -0.159613], [4.626508, -0.259450, 2.683591], [5.479288, 1.073133, 1.842794], [4.023895, 1.935770, 3.534929], [3.429830, 2.504286, 1.935168], [2.280614, 0.097037, 3.537540], [1.693702, 1.784253, 3.618751], [0.478183, 1.418496, 1.822007]],
  "atomic_forces_ev_per_a": [[-0.384, -0.118, -0.556], [3.749, -1.763, -5.310], [-0.004, 0.047, 0.175], [0.190, -0.045, 0.131], [0.195, 0.075, 0.104], [-2.903, 0.620, 1.462], [-0.415, 0.107, 0.714], [-0.705, 0.667, 2.704], [-0.295, -3.842, 0.963], [-0.098, -0.127, -0.034], [0.019, -0.036, 0.019], [0.018, 0.201, 0.080], [0.048, 0.151, -0.074], [-0.052, -0.179, 0.025], [0.034, -0.066, 0.076], [0.043, -0.157, -0.011], [-0.135, -0.214, -0.056], [-0.036, 0.098, -0.003], [0.067, 0.159, 0.023], [-0.041, -0.118, 0.060], [-0.083, -0.011, 0.105], [0.234, 3.735, -1.225], [-0.117, 0.082, -0.061], [-0.038, -0.077, 0.051], [-0.042, 0.165, -0.099], [-0.015, -0.126, 0.191], [-0.093, 0.179, -0.146], [0.023, 0.026, 0.012], [0.047, 0.088, 0.036], [0.027, -0.170, 0.017], [0.065, -0.132, 0.106], [-0.038, 0.067, 0.075], [-0.027, 0.135, -0.008], [0.089, 0.213, -0.211], [0.445, 0.129, 0.479], [-1.457, 0.888, -0.499], [1.009, -0.444, 1.576], [0.218, -0.278, -0.233], [0.868, -0.125, 0.217], [0.434, 0.199, -0.184], [0.578, 0.114, 0.632], [0.714, 0.485, 1.139], [-0.194, -0.905, -1.244], [-0.173, 0.416, -0.298], [-0.306, 0.430, 0.667], [-0.602, 0.469, -0.108], [0.057, -0.420, 0.400], [-0.024, 0.472, -0.430], [-0.467, -0.369, 0.136], [-0.458, -0.007, -0.653], [0.010, -0.462, 0.335], [-0.051, 0.498, -0.411], [0.007, -0.604, -0.463], [0.063, -0.120, -0.393]]
}